{"formula": "C25H45ClP2W", "method": "wB97M-V/def2-TZVPD", "total_energy_ev": -59555.686, "e_homo_ha": [-0.47856, -0.46019], "total_charge": 2, "spin_multiplicity": 3, "lumo_ha": [-0.2518, -0.2984], "de_lowest_ev": 7.351, "homo_lumo_gap_ev": [6.17, 4.40], "elements": ["H", "H", "H", "C", "C", "C", "H", "C", "C", "C", "C", "H", "H", "H", "H", "H", "H", "H", "H", "H", "H", "H", "H", "H", "H", "C", "H", "H", "H", "H", "H", "P", "C", "C", "H", "H", "H", "H", "H", "C", "C", "H", "C", "C", "H", "C", "C", "H", "C", "C", "H", "C", "H", "H", "C", "H", "H", "H", "C", "H", "C", "C", "H", "H", "H", "H", "W", "C", "H", "C", "P", "Cl", "H", "H"], "coordinates": [[0.42163, -2.40637, 2.81060], [-0.00638, -2.71675, -2.97812], [-2.73644, -1.67719, 3.64290], [-0.75519, 1.73682, -1.78741], [-2.77668, -0.91851, 2.84844], [3.21976, -2.07372, -0.08522], [2.07916, -0.76085, 3.46332], [0.19156, -1.34782, 2.85064], [2.66049, 0.09685, -1.42917], [-2.99789, -1.12247, -1.25374], [1.80894, -2.86859, -0.16702], [1.69088, -1.66017, -4.23242], [-4.14764, 0.42386, 0.82924], [2.37787, -2.76544, -3.04060], [3.92462, -2.34314, -0.91788], [1.59600, 0.93516, -0.35975], [0.67479, 1.94945, -3.36215], [-3.45817, -1.55602, -0.35334], [3.57915, -0.00030, 0.60198], [2.03271, -0.84282, 1.72124], [-0.80646, 4.15747, -0.45842], [-4.29960, 1.89480, -0.14837], [-1.12585, 1.49035, 2.72970], [-1.36484, -1.14452, -3.52793], [3.55635, 1.55787, 3.10767], [2.91409, -0.60012, -2.77274], [-0.28950, -1.94798, -0.36121], [-2.48724, 4.07963, -0.94452], [2.89390, 1.20807, -1.42929], [-3.72272, -1.04181, 2.29186], [-2.82263, -3.20000, 1.22843], [-1.38426, -1.29507, 1.73425], [-0.23016, 2.00682, 3.10754], [3.12856, -0.61018, -0.17916], [2.01312, -3.81633, -0.65904], [-3.46937, 1.98671, 1.41312], [-2.61944, -1.93330, -1.88891], [-1.41031, -3.64104, 2.20816], [1.43092, -3.09332, 0.85162], [-1.24158, 0.41844, -2.18344], [2.68776, 2.21838, 3.12508], [2.10573, 2.17714, 0.55585], [-2.35637, 1.10854, -0.24886], [1.94071, -1.76590, -3.16992], [-2.06310, 3.76472, 0.70824], [-3.62583, 1.34123, 0.52615], [-2.01093, -0.05143, -1.02186], [3.71542, -2.42167, 0.86617], [1.16671, 1.54349, 0.60489], [0.59267, -1.96314, -2.45804], [-2.74569, 0.10113, 3.29260], [-1.56007, 2.17217, -0.67626], [-0.31352, 3.07659, 2.84041], [0.82482, 3.13568, -2.02945], [0.70232, -2.06817, -0.94292], [2.82209, 0.17473, -3.55235], [-2.01755, 0.30360, -4.30116], [-3.82679, -0.66419, -1.81794], [-1.27474, -0.06726, -3.57681], [-0.53327, 3.25408, -3.20155], [-1.75266, -3.06038, 1.36427], [0.11000, 2.55511, -2.63704], [2.88893, 3.07961, 2.45083], [-1.25966, -3.45294, 0.47598], [2.57562, 2.61177, 4.14673], [3.97149, -0.89064, -2.86391], [0.62555, -0.15840, -1.30970], [1.43884, -0.53877, 2.61783], [0.32889, 2.21812, 0.35993], [-1.71705, 3.59520, -0.30599], [1.27699, 1.28724, 2.48173], [-0.22422, 1.81446, 4.93102], [-0.28861, 0.11406, -3.99771], [-0.24666, -1.10269, 3.84286]]}